Formula: C7H10FN3O3
Source: the Open Molecules 2025 dataset
Level of theory: the ωB97M-V functional and the def2-TZVPD basis

The geometry in XYZ format:
```
24
Properties=species:S:1:pos:R:3:nbo_charge:R:1
O 4.35305 -2.06962 1.37197 -0.5324
C 4.65323 -1.22577 0.58144 0.9806
F 5.82732 -1.27774 -0.14996 -0.3059
N 3.81335 -0.08349 0.25809 -0.6960
C 2.71184 0.03316 1.22109 0.6652
O 2.82128 0.61029 2.26552 -0.4148
C 1.33858 -0.62107 0.75602 0.3189
N 0.63089 0.02860 -0.23682 -0.4883
C -0.49577 -0.82002 -0.44682 -0.0255
C -0.38946 -1.95496 0.46270 -0.0916
N 0.82392 -1.79292 1.23513 -0.4724
H 3.38866 -0.32464 -0.65568 0.4019
H 0.87137 0.91163 -0.70289 0.4757
H -1.33636 -0.66940 -1.21449 0.3607
H -1.07648 -2.83182 0.56562 0.2737
H 1.21532 -2.42071 1.94286 0.4752
C -4.28512 2.19205 -0.86220 -0.6144
C -2.96748 1.39907 -0.96024 -0.0284
O -3.25009 0.20082 -1.48859 -0.9421
H -5.01200 1.68949 -0.21809 0.1907
H -4.09657 3.18612 -0.43119 0.1625
H -4.73916 2.34335 -1.84522 0.1933
H -2.53215 1.42974 0.06896 0.0524
H -2.26819 2.06784 -1.51721 0.0611
```

Computed properties:
- Kohn-Sham gap: 4.348 eV
- Total energy: -20746.3951 eV
- Molar mass: 203.2 g mol⁻¹

=====

Formula: C26H44BrClF7N4O12P2S3
Source: the Open Molecules 2025 dataset
Level of theory: the ωB97M-V functional and the def2-TZVPD basis

The geometry in XYZ format:
```
100
Properties=species:S:1:pos:R:3:mulliken_charge:R:1
C -0.65583 1.16131 -0.32444 -1.1435
C 0.28516 0.45597 -0.53069 -1.1648
N 1.36330 -0.43712 -0.74578 1.6877
C 2.50996 0.51343 -1.15692 1.2675
F 3.21211 -0.06181 -2.11318 -0.2323
F 3.28582 0.69459 -0.10065 -0.3418
C 2.20391 1.97905 -1.69170 0.3811
F 1.77566 2.79398 -0.74988 -0.1784
F 3.46813 2.36187 -1.97370 -0.2914
C 1.45162 2.20568 -3.04944 0.5972
F 0.14200 2.29824 -2.93178 -0.1861
F 1.74522 1.24311 -3.90163 -0.2137
F 1.87582 3.35434 -3.52701 -0.2807
C 1.59026 -1.19806 0.60749 1.2477
C 0.78718 -0.69098 1.79809 -2.4876
C -0.66775 -1.16258 1.91709 -0.5934
S -0.96236 -1.68505 3.63748 -0.1893
C -2.03573 -3.02819 3.39589 0.5811
N -2.07867 -4.12616 4.04439 -0.3609
N -3.10904 -4.86671 3.47651 -0.3888
C -3.57694 -4.16573 2.53036 -0.0708
O -2.95734 -2.96201 2.40550 -0.2144
C 1.52140 -2.75241 0.55745 -2.8322
N 1.07329 -3.41378 -0.68699 1.3002
P 0.70951 -5.05807 -0.36226 -0.1378
O 1.26184 -5.86453 -1.64854 -0.4765
Br -1.48041 -5.08121 -0.93247 -0.2366
C 1.62667 -2.79013 -1.90703 0.8128
C 1.28892 -3.53094 -3.23690 -1.3189
C 0.96615 -2.68360 -4.46660 -0.6586
C 2.15038 -1.98358 -5.12444 -0.1866
Cl 1.62746 -1.33109 -6.69829 -0.2150
P 3.48043 -2.95749 -1.81902 0.5339
O 4.20090 -2.63823 -3.05711 -0.7732
O 4.09662 -2.14976 -0.57778 -0.5522
O 3.61407 -4.48802 -1.38116 -0.4863
C 0.92423 -1.39281 -1.91441 -0.5296
C -0.58821 -1.66068 -1.81102 -0.8115
C -1.49302 -0.75834 -2.67578 -1.2100
C -2.82924 -0.53256 -1.98594 -1.1263
O -3.50165 0.50518 -2.64838 -0.3156
C -4.87143 0.57895 -2.30863 -0.7815
H -1.47923 1.82133 -0.13059 1.2063
H 2.61554 -1.03297 0.90221 0.3373
H 1.32608 -1.12909 2.64387 0.8864
H 0.89714 0.37731 1.97851 0.4970
H -1.39454 -0.39231 1.68120 0.8931
H -0.89190 -2.02959 1.30002 0.1668
H -4.36484 -4.40126 1.83820 0.4411
H 0.86858 -3.10310 1.35490 1.2474
H 2.50429 -3.14793 0.82880 0.1381
H 1.95215 -6.47697 -1.36005 0.3290
H 2.08771 -4.21960 -3.50402 0.8134
H 0.43153 -4.16917 -3.04067 0.6012
H 0.54920 -3.36150 -5.21306 0.6982
H 0.18091 -1.94668 -4.30689 -0.1079
H 2.98659 -2.64965 -5.29721 0.4186
H 2.49907 -1.14211 -4.53442 0.0060
H 4.92308 -1.73985 -0.87727 0.4483
H 4.54777 -4.64577 -1.16933 0.3838
H 1.06106 -0.82632 -2.82911 0.5691
H -0.75989 -2.67458 -2.16371 0.8161
H -0.93850 -1.69457 -0.78182 -0.0213
H -1.71923 -1.26143 -3.61503 0.9043
H -1.03434 0.19859 -2.91304 0.0582
H -3.41824 -1.45888 -2.01646 0.5985
H -2.69696 -0.28976 -0.92110 0.3226
H -5.00847 0.85812 -1.25874 0.2985
H -5.37445 -0.37242 -2.49713 0.3319
H -5.32525 1.35274 -2.92137 0.2733
O -2.68218 4.24587 0.42877 -0.6216
S -2.36390 5.44967 -0.29067 1.2186
O -2.27346 6.69640 0.39535 -0.6181
O -3.34512 5.57867 -1.52098 -0.2522
C -4.77424 5.56788 -1.26198 -0.3163
C -5.27564 6.85753 -0.64917 -1.0582
C -0.88403 5.18699 -1.20142 -0.8604
H -5.01529 4.70429 -0.64058 0.3250
H -5.22315 5.40859 -2.23941 0.2824
H -4.87145 7.01204 0.34952 0.3241
H -6.36248 6.82576 -0.57638 0.3894
H -4.98577 7.71107 -1.26087 0.2801
H -0.96344 4.23799 -1.72412 0.0466
H -0.06771 5.15767 -0.48221 0.4103
H -0.74480 6.01338 -1.89276 0.4514
O 1.20260 2.63644 5.10971 -0.7171
S 2.22931 1.65641 5.28229 1.2848
O 2.05940 0.36475 4.67659 -0.5450
O 2.54196 1.48226 6.81528 -0.2739
C 1.43797 1.18390 7.71384 -0.3815
C 0.94201 -0.24092 7.59318 -0.6646
C 3.78640 2.31903 4.80635 -0.9532
H 0.63993 1.90715 7.54478 0.3263
H 1.84391 1.36538 8.70551 0.2797
H 0.48937 -0.42872 6.62074 0.0252
H 0.19110 -0.42880 8.35993 0.3938
H 1.76262 -0.94643 7.72045 0.2652
H 3.91513 3.28674 5.28217 0.3572
H 3.76766 2.42660 3.72398 0.2943
H 4.56807 1.62585 5.10475 0.3294
```

Computed properties:
- Kohn-Sham gap: 9.081 eV
- Total energy: -210868.3908 eV
- Molar mass: 1011.1 g mol⁻¹
- Charge: +1

=====

> The lowest molar mass belongs to which entry?

C7H10FN3O3

=====

What did the first record say?
Formula: C7H10FN3O3
Source: the Open Molecules 2025 dataset
Level of theory: the ωB97M-V functional and the def2-TZVPD basis

The geometry in XYZ format:
```
24
Properties=species:S:1:pos:R:3:nbo_charge:R:1
O 4.35305 -2.06962 1.37197 -0.5324
C 4.65323 -1.22577 0.58144 0.9806
F 5.82732 -1.27774 -0.14996 -0.3059
N 3.81335 -0.08349 0.25809 -0.6960
C 2.71184 0.03316 1.22109 0.6652
O 2.82128 0.61029 2.26552 -0.4148
C 1.33858 -0.62107 0.75602 0.3189
N 0.63089 0.02860 -0.23682 -0.4883
C -0.49577 -0.82002 -0.44682 -0.0255
C -0.38946 -1.95496 0.46270 -0.0916
N 0.82392 -1.79292 1.23513 -0.4724
H 3.38866 -0.32464 -0.65568 0.4019
H 0.87137 0.91163 -0.70289 0.4757
H -1.33636 -0.66940 -1.21449 0.3607
H -1.07648 -2.83182 0.56562 0.2737
H 1.21532 -2.42071 1.94286 0.4752
C -4.28512 2.19205 -0.86220 -0.6144
C -2.96748 1.39907 -0.96024 -0.0284
O -3.25009 0.20082 -1.48859 -0.9421
H -5.01200 1.68949 -0.21809 0.1907
H -4.09657 3.18612 -0.43119 0.1625
H -4.73916 2.34335 -1.84522 0.1933
H -2.53215 1.42974 0.06896 0.0524
H -2.26819 2.06784 -1.51721 0.0611
```

Computed properties:
- Kohn-Sham gap: 4.348 eV
- Total energy: -20746.3951 eV
- Molar mass: 203.2 g mol⁻¹

=====

> Number 2 is which compound?

C26H44BrClF7N4O12P2S3

=====

> Look up the molar mass of the second one.

1011.1 g mol⁻¹